Entry 1:
C31H47NO35S8 | ωB97M-V/def2-TZVPD

Computed properties:
Multiplicity ... 1
E_LUMO ... -0.0525 hartree
SMILES ... CCc1cccc2c1C(=O)C=C(CCC(N)=O)C2=O.O=S1(=O)OCCO1.O=S1(=O)OCCO1.O=S1(=O)OCCO1.O=S1(=O)OCCO1.O=S1(=O)OCCO1.O=S1(=O)OCCO1.O=S1(=O)OCCO1.O=S1(=O)OCCO1
Kohn-Sham gap ... 7.899 eV
Calculated total energy ... -192729.6626 eV

Each line ends with the Mulliken charge.
Element x y z (Å)
H 5.8453 -2.9194 -1.0555  0.19
C -3.5437 1.7316 4.8079  -0.33
H -5.9719 -5.4264 1.0322  0.30
C 5.5000 -0.6419 1.7866  -0.88
O 8.8918 4.0105 3.8050  -0.32
C 2.5258 -1.5294 -1.0267  0.00
O -1.2668 -7.2575 4.6662  -0.32
H -1.7664 -0.1475 -1.5869  0.30
H -3.4134 0.7027 2.8877  0.05
S 7.3012 -4.0831 -10.4676  1.10
H -8.5247 4.5812 2.8401  0.22
H -4.8920 -4.7768 2.2925  0.32
C 2.4243 1.4836 -0.9843  -0.11
H -0.7999 -8.5547 2.2712  0.28
H 6.0497 1.5766 2.5093  -0.12
H -0.8267 -1.9523 0.9626  0.28
C 1.1034 -0.7714 -1.1587  -0.57
C -7.5790 6.0046 4.1770  -0.30
O -2.6772 -8.4748 3.0909  -0.31
O -5.7020 -3.9983 -1.8262  -0.57
H 3.1655 0.9406 -3.8377  0.12
O 2.6665 2.5506 -1.5963  -0.59
S 7.5182 3.2482 3.4027  1.19
H -2.7955 2.5239 4.7694  0.32
C -0.3154 1.5070 -1.1930  -0.71
C 5.4120 0.9226 1.8209  0.02
C -3.8616 -5.6796 0.5944  -0.25
S -4.5477 -3.8763 -0.9872  0.97
C 4.1127 -1.0155 -4.0496  -0.07
O -9.8116 7.3554 1.8849  -0.51
H -0.4842 2.0272 -2.2075  0.34
H 6.7144 6.3761 4.5228  0.31
O 7.1090 -5.1721 -9.5561  -0.54
O -9.8793 5.7840 3.8012  -0.34
O -3.9007 -5.3506 -0.7971  -0.36
H 2.9146 0.1635 -5.4225  0.30
O -5.0827 5.8620 -0.9616  -0.55
S -6.1099 5.0938 -1.5978  1.09
O 5.5936 -0.3217 -7.1155  -0.51
H -8.7551 4.2089 4.5674  0.31
O -7.9201 7.2012 3.4746  -0.32
O -5.8500 3.8537 -2.2680  -0.53
H 4.5414 -4.2983 -1.0477  0.14
O -6.9397 2.4263 4.5639  -0.41
O -5.0475 -3.6637 0.5412  -0.29
C 6.9573 -1.9342 -9.2632  -0.22
O 7.2723 -4.2469 -11.8898  -0.53
C 4.5874 -1.5319 0.8645  0.52
H -3.1188 0.8551 5.3047  0.32
H 3.6572 -3.6331 1.1222  0.28
N -1.7186 -1.4996 0.7027  -0.38
H 8.7056 5.9546 3.1761  0.28
H 5.3899 -3.4031 1.7661  0.34
O -2.5938 -5.9980 2.9951  -0.48
C 4.4022 1.6738 0.8761  -0.62
C 3.5168 0.7839 -0.0213  0.58
H 6.4941 -0.9529 -9.3568  0.33
S -9.5294 7.2829 3.2890  1.07
O 4.7894 0.9423 -5.1389  -0.37
C 7.1784 5.3939 4.6128  -0.32
H -8.7241 5.1311 -2.8935  0.30
S -6.0128 1.4172 4.9892  0.99
S -2.6997 -7.0841 3.9270  1.08
O 7.4846 3.0889 1.9805  -0.53
O -3.7357 -7.1635 4.9101  -0.56
O 2.7655 -2.5971 -1.6409  -0.60
H -3.9517 -6.7575 0.7332  0.30
H 0.1261 -1.3741 -1.2431  0.39
H -8.2520 6.6569 -0.2716  0.26
O -5.3417 0.7567 3.6693  -0.30
C -1.3508 -9.0042 3.1027  -0.29
O 5.0973 -1.4728 -4.9791  -0.34
C -8.6774 5.0111 3.8344  -0.17
C -8.3168 5.9767 -2.3313  -0.35
O -7.3107 4.8521 -0.5344  -0.26
O -6.9198 6.0640 -2.6163  -0.32
O 6.2707 -2.8953 -10.0672  -0.32
C -1.5529 -0.0186 0.6496  0.62
O -3.4915 -2.9437 -1.2506  -0.48
H 6.2361 -1.1874 2.4788  0.28
O 7.0864 0.0071 -5.1169  -0.58
H 6.1400 -4.5810 -0.2017  0.34
C -4.0767 1.3770 3.4291  -0.05
H 4.5966 -0.8843 -3.0775  0.12
C -8.3985 5.7302 -0.8329  -0.24
H 0.3221 -8.5770 4.4353  0.31
O -1.3181 0.5980 1.7192  -0.69
O 8.6742 -3.3195 -10.0610  -0.32
H 9.3163 5.7619 4.8395  0.32
H 9.0939 -1.5656 -9.0284  0.30
C 8.3915 -1.9502 -9.7688  -0.28
O -4.6854 2.1580 5.5555  -0.33
H 8.4903 -1.3769 -10.6951  0.29
C 8.6107 5.3793 4.1012  -0.35
H -2.9063 -5.3413 0.9966  0.32
O -6.3709 0.3651 5.8906  -0.56
S 5.7956 -0.1996 -5.7004  1.11
H 7.1273 5.0619 5.6539  0.29
H -4.2495 2.2758 2.8296  0.25
C 3.5768 -0.7928 -0.0478  0.67
C 3.6240 0.3139 -4.6033  -0.14
C 4.6779 -3.1405 0.8925  -0.48
H 3.3078 -1.7451 -3.9575  0.33
C -0.7684 -8.5774 4.4414  -0.36
H -2.5699 1.3531 -0.8661  0.41
C -5.0202 -4.9203 1.2199  -0.31
H -9.3457 5.2760 -0.5404  0.29
H -0.2172 2.3687 -0.4254  0.29
O 6.4894 4.4351 3.8096  -0.29
H -8.8290 6.8909 -2.6309  0.31
H -1.9181 -1.8229 -0.2680  0.26
C 1.0369 0.6610 -1.1173  0.69
C -1.6403 0.6846 -0.8113  -0.72
O -10.0535 8.2193 4.2359  -0.55
O 7.3282 2.1571 4.3127  -0.56
H 4.3168 2.8067 0.8778  0.39
H -7.5687 6.2286 5.2473  0.32
C 5.3614 -3.7637 -0.4340  -0.73
H -6.5937 5.6512 3.8717  0.28
H -1.1267 -9.2193 5.2509  0.30
H 6.9025 -2.2633 -8.2225  0.19
H -1.3675 -10.0873 2.9823  0.31

Forces on atoms 1 to 6 (eV/Å):
H -0.8 -1.5 0.9
C 0.5 -0.5 -0.2
H 0.1 0.0 0.0
C -2.2 1.7 -1.7
O -0.8 -0.5 0.1
C 0.2 -0.7 -0.3

Entry 2:
C5AlF15O15S5 | ωB97M-V/def2-TZVPD

Computed properties:
Multiplicity ... 1
E_LUMO ... -0.0541 hartree
Total charge ... -2
Kohn-Sham gap ... 3.439 eV
Relative energy (zero: lowest compared OMol25 entry of this formula, charge and spin) ... 0.0 kJ/mol
Calculated total energy ... -137431.0043 eV

Each line ends with the Mulliken charge.
Element x y z (Å)
F 13.7237 19.7147 -11.5907  -0.22
S 17.7490 19.1628 -18.6535  1.12
F 18.9948 17.8906 -20.5545  -0.23
F 10.9441 19.1431 -13.8633  -0.23
F 16.8360 17.4985 -20.5314  -0.24
F 17.2224 25.8569 -15.2810  -0.25
O 14.6259 20.6628 -14.2958  -0.54
F 9.6163 20.7946 -13.9395  -0.22
C 10.0273 19.7543 -14.6480  0.60
O 18.1276 23.3647 -16.4985  -0.52
C 13.5471 20.9778 -11.9761  0.39
O 15.2184 22.4753 -18.8214  -0.60
F 15.8935 25.4247 -19.5077  -0.20
O 17.9607 18.0041 -17.8169  -0.68
C 17.7724 18.4455 -20.3579  0.57
F 14.6917 24.4100 -20.9735  -0.22
O 11.7548 21.3720 -15.6284  -0.62
O 9.8820 20.8135 -17.0898  -0.67
O 11.6722 19.2167 -16.6834  -0.72
Al 14.2947 20.5121 -17.0225  1.49
F 16.8055 24.7905 -21.3437  -0.22
F 15.6904 25.2208 -16.6677  -0.22
F 15.3758 25.0600 -14.5226  -0.19
F 17.6292 19.3834 -21.2919  -0.20
O 16.4177 19.7690 -18.5359  -0.52
O 18.8379 20.1058 -18.6630  -0.60
O 15.9310 22.4403 -15.9369  -0.30
S 10.8871 20.3445 -16.1792  1.26
S 16.3343 22.8195 -19.6873  1.15
O 16.0676 21.3450 -12.4575  -0.60
C 16.2639 24.9573 -15.4864  0.63
S 14.8287 21.5501 -13.1610  1.19
C 15.8911 24.4572 -20.4291  0.45
F 9.0716 18.8700 -14.8963  -0.22
F 13.5875 21.7460 -10.8762  -0.23
O 17.5584 23.0630 -14.2364  -0.52
F 12.3359 21.1202 -12.5020  -0.20
S 17.0320 23.2892 -15.5420  0.98
O 14.4847 22.9265 -13.3741  -0.60
O 16.4133 22.0116 -20.8767  -0.57
O 17.6245 22.9906 -19.0439  -0.48

Forces on atoms 1 to 6 (eV/Å):
F -0.1 -0.3 0.0
S 1.3 -0.6 0.8
F -0.6 -0.1 0.1
F -0.2 -0.2 -0.3
F 0.2 0.2 0.0
F 0.3 0.4 0.1

Entry 3:
C2H10N5 | ωB97M-V/def2-TZVPD

Computed properties:
Multiplicity ... 1
E_LUMO ... -0.0907 hartree
Total charge ... +1
Kohn-Sham gap ... 11.588 eV
Relative energy (zero: lowest compared OMol25 entry of this formula, charge and spin) ... 384.8 kJ/mol
Calculated total energy ... -9678.0244 eV

Each line ends with the Mulliken charge.
Element x y z (Å)
H -3.0025 1.5317 0.3389  0.35
H 4.1979 0.5613 0.4572  0.26
H 1.4075 -0.2183 -1.3373  0.13
C -2.0040 1.5280 -0.0940  -0.84
H -1.6113 2.5424 -0.0804  0.34
C -1.1536 -2.1959 0.2693  -0.42
N -1.2939 -3.3130 0.0154  0.07
N 3.4396 0.2565 -0.1344  -0.33
N 2.2412 0.5692 0.2256  0.09
H 3.6427 -0.2278 -1.0159  0.22
H -1.4000 -4.2894 -0.1665  0.31
H -2.0682 1.1923 -1.1253  0.32
H -1.4022 -0.3722 0.6131  0.25
N 1.2476 0.2817 -0.4466  -0.34
N -1.1068 0.6337 0.6541  -0.14
H -1.0341 0.9245 1.6288  0.37
H -0.0999 0.5952 0.1981  0.35

Forces on atoms 1 to 6 (eV/Å):
H 0.1 -0.1 0.0
H -0.2 0.0 0.0
H 0.3 0.0 0.1
C -0.3 0.3 -0.2
H 0.0 0.0 0.0
C -0.2 -0.5 -0.1